Molecular formula: C2H5NO2Si
Method: DFT, ωB97M-V/def2-TZVPD

Element x y z (Å)
C: 0.04367 -0.91700 -1.53358
C: -1.24656 -1.62962 -1.83489
N: 1.08729 -0.46660 -1.43109
O: -2.50016 -0.90137 -1.92168
O: 0.37369 1.59342 3.15486
Si: 1.78661 2.10335 3.23386
H: -2.17022 -0.18702 -2.55979
H: -1.16793 -2.32051 -1.02504
H: -1.12205 -2.21512 -2.80784
H: 2.15095 2.65427 4.53518
H: 2.76470 2.28620 2.19001

As for the SMILES: O=[SiH2].N#CCO. Its HOMO energy is -10.5 eV. Its net charge is 0.

Molecular formula: C2H5IS2
Method: DFT, ωB97M-V/def2-TZVPD

Element x y z (Å)
C: -0.07408 1.14249 0.19979
C: 0.75724 0.01984 -0.36040
S: -1.34485 -2.32197 -0.22058
S: 0.51237 -1.65525 0.25922
I: 2.87486 0.20983 -0.02324
H: 0.07015 1.16541 1.36360
H: -1.15958 0.96728 -0.08354
H: 0.23241 1.99401 -0.27087
H: 0.27566 0.29194 -1.82084
H: -2.14419 -1.81358 0.95688

Its HOMO energy is -9.3 eV. Its net charge is 0.

Molecular formula: C4H7ClS
Method: DFT, ωB97M-V/def2-TZVPD

Element x y z (Å)
C: -0.56140 1.36087 -0.11810
C: -0.12779 -0.10904 -0.39024
C: 1.31358 -0.29252 0.00790
C: -0.97068 -1.07788 0.39853
H: -0.43844 1.60587 0.93379
H: 0.11761 2.05101 -0.59530
H: -1.59470 1.62617 -0.42057
H: -0.32018 -0.39646 -1.45618
H: 1.96556 0.34321 -0.61885
H: 1.52492 0.01389 1.08933
H: -0.90420 -1.12945 1.47523
S: -2.04714 -2.07851 -0.18351
Cl: 2.04287 -1.91717 -0.12201

As for the SMILES: C[C@H](C=S)CCl. Its HOMO energy is -8.7 eV. Its net charge is 0.

Molecular formula: C20H35N2O2P2Pd
Method: DFT, ωB97M-V/def2-TZVPD

Element x y z (Å)
Pd: -0.46341 -0.65502 0.25894
P: -0.61804 -0.75190 -2.07328
C: -2.14278 0.20632 -2.47750
C: -2.92255 0.50590 -1.21738
N: -2.28461 0.50595 -0.03298
C: -2.82626 1.01863 1.09254
C: -4.16010 1.42768 1.09273
C: -4.88406 1.37715 -0.10739
C: -4.26067 0.92731 -1.28366
C: -1.99865 1.08394 2.36723
P: -0.24879 1.29072 1.81591
H: -4.78117 0.96695 -2.25352
H: -4.59041 1.76895 2.02666
H: -5.93140 1.68407 -0.11845
H: -2.33396 1.92603 2.97294
H: -2.03917 0.16145 2.96040
H: -1.89984 1.16688 -2.95793
H: -2.76003 -0.36541 -3.19967
H: -0.72919 3.04234 -2.07952
O: -1.42709 3.39233 -2.66383
H: -0.94870 3.33605 -3.55286
H: 0.81183 2.17276 -0.13853
O: 1.17102 2.12143 -1.07650
H: 1.70884 2.92555 -1.08830
C: -0.13223 3.16631 1.77325
H: -0.69228 3.60559 2.61573
H: 0.90781 3.52795 1.88177
H: -0.57918 3.61122 0.86295
C: 0.82648 0.82549 3.22299
H: 1.84976 0.81634 2.78755
H: 0.81261 1.55875 4.05946
H: 0.59904 -0.20773 3.56278
C: -1.03458 -2.42011 -2.59964
H: -1.40906 -2.31577 -3.62285
H: -0.16780 -3.07586 -2.52999
H: -1.84035 -2.76760 -1.94912
C: 0.68493 -0.15578 -3.18905
H: 1.51210 -0.86841 -3.15582
H: 0.27367 -0.09974 -4.19882
H: 1.06687 0.82439 -2.89245
C: -0.27138 -3.29997 4.74487
N: 0.33742 -2.61650 3.63374
C: 1.77386 -2.55713 3.68861
C: -0.34337 -2.79339 2.36463
C: 0.58639 -3.12001 1.23575
C: 1.08483 -4.42241 1.12597
C: 2.09204 -4.66677 0.15505
C: 2.56923 -3.61560 -0.66074
C: 1.98484 -2.35085 -0.57288
C: 0.91427 -2.15173 0.30556
H: 0.14727 -2.89424 5.67448
H: -0.06307 -4.38829 4.72232
H: -1.36246 -3.15675 4.72646
H: 2.24986 -3.51569 3.44695
H: 2.16031 -1.78408 3.02241
H: 2.03216 -2.29698 4.71800
H: -1.11218 -3.57843 2.47483
H: -0.89395 -1.83432 2.15349
H: 0.71459 -5.20261 1.80285
H: 2.51499 -5.67057 0.09352
H: 3.40450 -3.82104 -1.37383
H: 2.35202 -1.52439 -1.20624

Its HOMO energy (alpha / beta) is -15.7 / -17.7 eV. Its net charge is +3. The spin multiplicity is 5.

Molecular formula: C2H4BrOP
Method: DFT, ωB97M-V/def2-TZVPD

Element x y z (Å)
C: -1.00229 0.98623 -0.43319
C: 1.34067 -0.62612 -1.47124
O: -1.11020 -1.67265 -1.57046
P: -0.45421 -0.40288 -1.26412
Br: 2.33459 1.06700 -1.36308
H: -0.11276 1.59424 -0.40690
H: -1.96634 1.49329 -0.44678
H: 1.57024 -1.25944 -2.41694
H: 1.60885 -1.14856 -0.60937

Its HOMO energy is -9.4 eV. Its net charge is 0.

Molecular formula: C4H20FN9O4
Method: DFT, ωB97M-V/def2-TZVPD

Element x y z (Å)
N: 21.97835 -20.50109 28.92280
H: 21.76745 -20.95121 28.04359
H: 21.19125 -19.90045 29.12235
H: 22.65036 -19.78265 28.69401
H: 22.28652 -20.98118 29.75625
F: 20.48620 -19.14574 29.48209
C: 18.61832 -19.08989 27.36427
O: 17.72903 -19.19310 26.56783
N: 19.11813 -19.99466 28.12313
N: 19.05434 -18.02657 27.75544
H: 18.64429 -20.86757 27.93982
H: 19.74876 -19.73762 28.86902
H: 19.50592 -18.05985 28.65825
H: 18.81897 -17.21875 27.19677
C: 20.03661 -16.55284 30.60421
O: 19.92889 -15.34784 30.72956
N: 19.13171 -17.36752 30.18316
N: 21.16359 -17.16655 30.79104
H: 18.19797 -17.12302 29.88575
H: 19.49376 -18.25607 29.86773
H: 21.93922 -16.70677 31.24611
H: 21.13982 -18.17231 30.70166
C: 22.50125 -18.09833 27.96102
O: 22.88055 -19.24815 27.95176
N: 21.39833 -17.65467 28.48740
N: 23.35533 -17.10234 27.63992
H: 21.20385 -16.67240 28.61938
H: 20.72031 -18.35037 28.76380
H: 23.06284 -16.13619 27.67298
H: 24.23841 -17.30384 27.19306
C: 20.93498 -21.07583 31.67425
O: 20.92852 -21.64301 32.73920
N: 20.35965 -21.53830 30.64554
N: 21.24378 -19.78839 31.74553
H: 19.94302 -20.85957 30.02437
H: 20.08541 -22.50806 30.57882
H: 21.74350 -19.39319 32.52923
H: 20.99604 -19.23903 30.93502

Its HOMO energy is -9.3 eV. Its net charge is 0.

The following DFT total energy values (in eV) correspond, in order, to the records above: -15615.4422; -31923.8384; -27618.4365; -50409.9544; -83516.2890; -28777.4105.
The following relative energy (zero: lowest compared OMol25 entry of this formula, charge and spin) values (in kJ/mol) correspond, in order, to the records above: 346.1; 240.1; 26.4; 37.7; 122.2; 1801.9.